{
  "formula": "C3H4O3S",
  "method": "ωB97M-V with the def2-TZVPD basis set",
  "e_above_lowest_kcal_mol": 116.71,
  "e_tot_ev": -20149.313,
  "charge": 0,
  "lumo_ev": -0.40,
  "species": ["C", "C", "C", "H", "H", "H", "H", "O", "O", "O", "S"],
  "positions_angstrom": [[1.45699, 0.45535, -0.17676], [0.59153, -0.67780, 0.26719], [-1.85340, -0.04910, -0.13696], [-0.01506, 1.57207, -0.04594], [0.16556, -0.87283, 1.39919], [1.19764, -1.67655, -0.45153], [-3.20300, -0.62937, -0.17631], [0.99443, 1.66251, -0.39668], [-0.80379, -0.79571, -0.58194], [-1.61760, 1.01359, 0.31517], [3.08668, -0.00216, -0.01543]],
  "forces_ev_per_angstrom": [[2.68, -0.37, 1.65], [-1.79, -4.20, -2.45], [-0.94, -3.51, -1.03], [1.97, 0.69, -1.19], [1.86, 0.70, -2.92], [-2.21, 2.91, 3.26], [4.42, 1.67, -0.17], [-2.65, -1.25, 1.17], [-0.83, -0.24, 1.05], [-0.74, 2.42, 1.24], [-1.77, 1.17, -0.62]],
  "mulliken_charge": [0.40, -0.45, 0.26, 0.54, 0.27, 0.30, 0.29, -0.48, -0.35, -0.53, -0.25]
}